1.
Formula: C35H68Cl2O13S4
Source: OMol25
Level of theory: the ωB97M-V functional and the def2-TZVPD basis

The gap between HOMO and LUMO comes out at 9.80 eV. The calculation puts the relative energy (zero: lowest compared OMol25 entry of this formula, charge and spin) at 0.0994 eV. The HOMO energy comes out at -0.353 Eh. Its SMILES is CCCCCCC[C@@H]1C[C@H](COCCOCCOCC)OS(=O)(=O)[C@@]1(OCC)[C@@H](Cl)[C@@H](C)Cl.O=S1(=O)CCCC1.O=S1(=O)CCCC1.O=S1(=O)CCCC1.

```
! RIJCOSX wB97M-V def2-TZVPD def2/J DEFGRID3
* xyz 0 1
C 2.77417 2.47678 -3.06739
C 1.30657 2.17048 -2.72124
C 0.50003 1.68582 -3.91471
C -1.01623 1.58787 -3.69015
C -1.49795 0.96410 -2.36602
C -1.89798 -0.51061 -2.44929
C -0.69558 -1.34276 -2.89040
C -0.86913 -2.88799 -2.89952
C -2.04046 -3.41100 -2.06521
C -1.78421 -3.40137 -0.56125
C -2.98329 -3.05174 0.30678
O -3.79443 -2.02436 -0.20735
C -5.05291 -2.46707 -0.64712
C -5.85740 -1.29215 -1.21765
O -5.47746 -0.09076 -0.58722
C -6.05937 1.04124 -1.19931
C -5.24623 1.52205 -2.40678
O -6.00737 2.40890 -3.20029
C -6.70689 1.77916 -4.25932
C -7.17090 2.84564 -5.23328
O -0.67102 -2.52949 -0.22446
S 0.73605 -3.11752 -0.68819
O 0.93224 -4.32598 0.06165
O 1.69122 -2.06704 -0.57467
C 0.48861 -3.54325 -2.51322
O 1.52558 -2.89487 -3.15279
C 1.94771 -3.33247 -4.43364
C 1.14122 -2.79108 -5.60572
C 0.44802 -5.08762 -2.56697
Cl -0.38827 -5.65478 -4.06845
C 1.75322 -5.91851 -2.31802
C 2.15873 -6.91945 -3.39913
Cl 3.19633 -4.93804 -1.92519
H 2.92306 3.54645 -3.19365
H 3.40317 2.12866 -2.25491
H 3.05854 1.94682 -3.97567
H 1.30624 1.36654 -1.97934
H 0.82168 3.01887 -2.23589
H 0.89114 0.72742 -4.26395
H 0.65133 2.38605 -4.74362
H -1.47022 1.04358 -4.52317
H -1.43150 2.59712 -3.73817
H -2.35840 1.54258 -2.02545
H -0.75269 1.04090 -1.57391
H -2.73314 -0.63771 -3.14743
H -2.24157 -0.81565 -1.46395
H -0.45565 -1.04488 -3.91031
H 0.15918 -1.03887 -2.28948
H -1.10718 -3.15955 -3.92651
H -2.95108 -2.88602 -2.34074
H -2.21080 -4.45494 -2.34343
H -1.48593 -4.40437 -0.24526
H -2.62793 -2.77122 1.29956
H -3.56081 -3.97287 0.43613
H -4.94253 -3.20875 -1.44481
H -5.61496 -2.91929 0.17540
H -6.92077 -1.46493 -1.03013
H -5.67841 -1.22843 -2.29533
H -6.04939 1.83394 -0.45435
H -7.09292 0.85226 -1.50656
H -4.39479 2.09211 -2.03915
H -4.88170 0.67778 -2.99724
H -7.55772 1.21632 -3.86115
H -6.04399 1.07671 -4.77604
H -6.34105 3.51927 -5.43652
H -7.47509 2.37277 -6.16542
H -8.00146 3.40776 -4.81407
H 2.96405 -2.95230 -4.53182
H 2.02362 -4.41609 -4.50949
H 0.19006 -3.30054 -5.74291
H 1.73402 -2.98943 -6.50191
H 1.02614 -1.71220 -5.53745
H -0.24880 -5.38248 -1.79025
H 1.55820 -6.51026 -1.42727
H 3.11675 -7.33348 -3.08548
H 1.45649 -7.74659 -3.45202
H 2.31561 -6.45790 -4.36871
C 2.73391 -0.25462 2.08299
C 3.39789 0.76101 3.02567
C 4.37924 1.59255 2.19577
S 3.71621 1.60536 0.52519
O 4.63243 0.91647 -0.34787
O 3.24815 2.93373 0.20498
C 2.31825 0.53437 0.84814
H 1.87655 -0.74268 2.54539
H 3.44977 -1.03022 1.80374
H 2.63130 1.41508 3.44803
H 3.90615 0.27904 3.85453
H 4.46129 2.61839 2.54322
H 5.36684 1.13857 2.16021
H 2.12928 -0.08336 -0.02721
H 1.45940 1.17514 1.05309
C 3.44051 2.29091 7.74416
C 3.78449 0.89657 8.28620
C 4.81909 0.28521 7.33104
S 5.70407 1.67282 6.60597
O 5.37860 1.72313 5.19814
O 7.07128 1.68159 7.05461
C 4.77266 2.95781 7.42332
H 2.86419 2.87352 8.45821
H 2.84718 2.20082 6.83690
H 4.20634 0.98608 9.28907
H 2.90212 0.26288 8.35733
H 5.53668 -0.36302 7.82690
H 4.33970 -0.25141 6.51428
H 4.68399 3.80929 6.75191
H 5.31742 3.24718 8.32135
C 0.61363 3.46816 3.53127
C -0.61088 4.38626 3.66113
C -0.90114 4.56161 5.15903
S 0.67927 4.36875 5.99362
O 0.61908 3.18574 6.81843
O 1.10548 5.62900 6.54457
C 1.63926 4.00126 4.52613
H 1.01213 3.46308 2.51713
H 0.34004 2.44260 3.79220
H -0.38584 5.35574 3.21361
H -1.47684 3.97922 3.14204
H -1.29931 5.54379 5.39925
H -1.56484 3.78843 5.54046
H 2.42362 3.29014 4.77993
H 2.07997 4.93676 4.18328
*
```

=====

2.
Formula: C7H10N2O2Re
Source: OMol25
Level of theory: the ωB97M-V functional and the def2-TZVPD basis

The gap between HOMO and LUMO (alpha / beta) comes out at 6.33 / 6.37 eV. The calculation puts the relative energy (zero: lowest compared OMol25 entry of this formula, charge and spin) at 0.0000 eV. The HOMO energy (alpha / beta) comes out at -0.255 / -0.292 Eh. As for the expectation value of S²: 3.78.

```
! RIJCOSX wB97M-V def2-TZVPD def2/J DEFGRID3
* xyz 0 4
C 0.09423 -0.25829 -1.75007
C -1.11088 0.05850 -1.00243
C -1.51000 -1.12700 -0.29281
C -0.61509 -2.17993 -0.62713
C 0.36077 -1.68093 -1.51985
Re 0.90381 0.27656 0.23155
N 2.22993 -0.96041 0.01391
C 0.27137 2.35585 0.09947
C -0.66069 1.84913 1.03652
H -2.39601 -1.20116 0.33520
H -1.70238 0.97319 -1.09701
H -0.69936 -3.20698 -0.26526
H 1.11988 -2.25982 -2.03943
H 0.51013 0.37219 -2.53389
H -1.70339 1.66588 0.74591
H 1.12754 2.92191 0.48150
H 2.96808 -1.65137 0.12233
H -0.54521 2.10080 2.08862
H -0.09770 2.64689 -0.88388
O -0.28399 -0.80351 2.88675
N 0.23289 -0.38791 1.88994
O 1.50607 0.49640 2.08006
*
```

=====

3.
Formula: C14H39N9O22P
Source: OMol25
Level of theory: the ωB97M-V functional and the def2-TZVPD basis

The gap between HOMO and LUMO comes out at 4.95 eV. The HOMO energy comes out at -0.157 Eh.

```
! RIJCOSX wB97M-V def2-TZVPD def2/J DEFGRID3
* xyz -1 1
O 0.97396 -1.16247 3.24406
C 0.57924 -0.74196 2.02934
O -0.70486 -1.26562 1.52804
C -1.34991 -0.21882 0.68080
C -2.48107 0.58787 1.56655
P -4.18266 0.41352 0.71546
O -4.02972 -1.32686 1.03086
C -4.86183 -1.73872 2.20815
C -6.03591 -0.54763 2.20707
O -5.18732 0.68794 2.13493
H 1.25884 0.03607 1.47948
H -0.49983 0.50348 0.27543
H -1.80148 -0.80400 -0.24773
H -2.17139 1.73838 1.51516
H -2.48191 0.30088 2.71657
H -5.43123 0.33538 -0.02492
H -3.58964 0.40363 -0.59992
H -4.11845 1.86599 0.63004
H -4.34347 -1.67923 3.27966
H -5.21885 -2.81362 1.83994
H -6.79474 -0.61814 3.12627
H -6.80043 -0.71680 1.30596
C -1.55787 3.48290 -2.17496
N -0.97158 2.47957 -1.24581
O -0.69106 2.86175 -0.10378
O -0.80965 1.33669 -1.68917
H -1.64304 4.43911 -1.65447
H -0.88755 3.56892 -3.03258
H -2.54229 3.11819 -2.47514
C 1.83209 6.57840 -3.41802
N 0.84915 5.49563 -3.14386
O 0.96651 4.88147 -2.07708
O -0.01247 5.29292 -4.00727
H 2.52726 6.64542 -2.57854
H 2.36110 6.31815 -4.33707
H 1.27332 7.50962 -3.53131
C 1.52756 -3.33721 5.20630
N 2.60401 -3.71667 6.16075
O 3.57141 -2.95243 6.25585
O 2.44734 -4.77097 6.78756
H 1.79629 -2.39314 4.72775
H 1.44712 -4.13576 4.46598
H 0.60322 -3.23055 5.77766
C 3.88299 0.12259 5.27596
N 5.05867 0.82426 4.69360
O 5.42411 1.86927 5.24441
O 5.58148 0.30609 3.70006
H 3.52688 0.68727 6.14015
H 3.11289 0.07322 4.50347
H 4.20993 -0.87525 5.57538
C 5.08475 4.02702 -0.65396
N 4.88781 4.85409 -1.87498
O 3.93324 5.64007 -1.87831
O 5.69710 4.69095 -2.79551
H 4.30474 4.27360 0.06943
H 5.01720 2.97869 -0.95172
H 6.07212 4.26303 -0.25193
C -1.65263 1.54805 -6.36579
N -2.89794 2.05028 -5.72494
O -2.84906 2.30576 -4.51609
O -3.88928 2.17392 -6.45358
H -0.86571 1.48931 -5.61094
H -1.86865 0.55928 -6.77555
H -1.37977 2.25351 -7.15325
C 0.36446 -7.18324 2.43703
N -0.00757 -5.86161 3.01028
O 0.83068 -4.95574 2.93482
O -1.13061 -5.77094 3.51971
H 1.37369 -7.11823 2.02504
H 0.32433 -7.91608 3.24548
H -0.35802 -7.41719 1.65250
C 1.97326 2.17605 -4.01274
N 2.02944 1.54374 -5.35839
O 0.96486 1.43628 -5.97815
O 3.14066 1.17326 -5.75447
H 0.93926 2.45126 -3.79455
H 2.33850 1.44424 -3.28936
H 2.61098 3.06199 -4.03818
C -1.94364 -6.07905 -1.33645
N -1.16550 -7.16613 -0.68340
O -1.79713 -8.14756 -0.27499
O 0.05738 -7.00350 -0.59934
H -3.00030 -6.35463 -1.34115
H -1.78544 -5.16701 -0.75733
H -1.56842 -5.97223 -2.35627
*
```

=====

4.
Formula: C4H18O4S
Source: OMol25
Level of theory: the ωB97M-V functional and the def2-TZVPD basis

The gap between HOMO and LUMO comes out at 9.29 eV. The calculation puts the relative energy (zero: lowest compared OMol25 entry of this formula, charge and spin) at 0.0000 eV. The HOMO energy comes out at -0.335 Eh. Its SMILES is CCCSC.O.O.O.O.

```
! RIJCOSX wB97M-V def2-TZVPD def2/J DEFGRID3
* xyz 0 1
C 1.09046 -1.29915 -1.24857
C 2.03388 0.00837 -1.11626
C 1.84923 0.99934 0.03894
S 1.76924 0.28660 1.77469
C 0.18596 -0.66630 1.85115
H 1.52098 -2.03209 -0.58735
H 0.10625 -1.01951 -0.96475
H 1.16892 -1.76095 -2.24075
H 1.86852 0.63542 -2.00737
H 3.08009 -0.22706 -1.02736
H 1.24059 1.87516 -0.06777
H 2.75725 1.56642 0.24609
H 0.03163 -1.44735 1.13363
H 0.43455 -1.27563 2.86173
H -0.68229 -0.05582 2.03806
H -2.10845 1.39030 -1.65631
H -0.73288 1.64340 -1.22944
O -1.25589 1.70207 -2.03500
H -1.50610 2.28716 0.43705
H -0.26352 2.60483 1.12959
O -1.16737 2.92316 1.11474
H -1.32585 -3.33629 -0.88943
H -0.25058 -3.47088 0.30743
O -1.16877 -3.34167 0.05518
H -2.42171 0.63990 1.29370
H -3.27044 0.28337 0.15116
O -2.98371 1.08719 0.63726
*
```

=====

5.
Formula: CH5NO2S
Source: OMol25
Level of theory: the ωB97M-V functional and the def2-TZVPD basis

The gap between HOMO and LUMO comes out at 9.52 eV. The calculation puts the relative energy (zero: lowest compared OMol25 entry of this formula, charge and spin) at 2.6381 eV. The HOMO energy comes out at -0.338 Eh.

```
! RIJCOSX wB97M-V def2-TZVPD def2/J DEFGRID3
* xyz 0 1
C 0.54871 -0.46953 -0.22016
N 0.95199 0.83908 -0.29132
O 0.92008 -1.08551 0.93804
O -1.64395 -0.11221 1.23591
S -1.45644 -0.58591 -0.18555
H 0.97479 -1.07072 -1.08830
H -1.70333 0.72784 -0.91440
H 0.94734 1.16402 -1.26924
H 0.26604 -0.74026 1.52981
H 0.19478 1.33320 0.26521
*
```

=====

6.
Formula: C25H28CaCl3N5O3P
Source: OMol25
Level of theory: the ωB97M-V functional and the def2-TZVPD basis

The gap between HOMO and LUMO comes out at 7.30 eV. The calculation puts the relative energy (zero: lowest compared OMol25 entry of this formula, charge and spin) at 5.5604 eV. The HOMO energy comes out at -0.356 Eh.

```
! RIJCOSX wB97M-V def2-TZVPD def2/J DEFGRID3
* xyz 1 1
Ca 1.02938 0.29264 -0.29054
Cl 3.20181 -4.99507 4.43524
C 3.05093 -3.75407 3.22690
C 3.88455 -3.78270 2.09924
C 3.78187 -2.81597 1.13391
C 2.83516 -1.76121 1.22532
O 2.73390 -0.89443 0.27898
C 2.01743 -1.73289 2.39852
C 1.11491 -0.65259 2.72903
N 0.87156 0.38478 2.00580
C 0.15463 1.48570 2.53551
C 0.20785 1.79137 3.88943
C -0.35984 2.95188 4.39349
C -0.94411 3.85108 3.52790
C -1.00573 3.58115 2.16081
C -1.51145 4.60379 1.24227
C -1.70402 4.32182 -0.03856
C -1.49225 2.93230 -0.50173
N -0.51387 2.13492 0.22884
C -0.49864 2.37865 1.65988
C 2.14433 -2.74476 3.37415
H 4.61154 -4.57897 2.00370
H 4.42769 -2.83006 0.26515
H 0.62679 -0.74807 3.70443
H 0.76115 1.14019 4.55274
H -0.29495 3.17010 5.45028
H -1.34130 4.78941 3.89360
H -1.69030 5.59530 1.63832
H -2.05710 5.05841 -0.74767
H -1.24331 2.87041 -1.55904
H 1.52012 -2.70976 4.25934
Cl -0.80701 -0.63462 -4.53562
C -0.03913 0.88345 -5.02287
Cl 0.09575 2.04860 -3.69436
H -0.64671 1.33230 -5.79832
H 0.96349 0.66244 -5.36654
C -3.51405 0.29589 0.54409
P -2.99619 1.73433 -0.42029
C -4.34629 2.87775 0.00360
C -3.31966 1.29531 -2.13493
O -1.04671 0.84896 -0.08581
H -4.59703 0.18811 0.47325
H -3.22412 0.41093 1.58758
H -3.01699 -0.58232 0.13798
H -5.31394 2.39946 -0.14760
H -4.29803 3.78806 -0.59174
H -4.26202 3.16571 1.05373
H -4.29684 0.81939 -2.21459
H -2.55112 0.61035 -2.49349
H -3.30883 2.19227 -2.75429
C 3.56682 -1.91596 -3.52389
N 2.39785 -2.35509 -2.76223
C 2.13018 -3.66846 -2.55932
C 1.10556 -4.07474 -1.78572
C 0.33544 -3.05340 -1.16017
N 0.58149 -1.76939 -1.36029
C 1.62137 -1.39170 -2.16124
O 1.87488 -0.19314 -2.34969
N -0.67715 -3.37250 -0.33985
H 3.98106 -2.77573 -4.04250
H 4.30407 -1.48758 -2.84752
H 3.26740 -1.15576 -4.23931
H 2.79084 -4.36590 -3.05552
H 0.90497 -5.12279 -1.63011
H -0.84175 -4.32630 -0.07325
H -1.13633 -2.64131 0.17558
*
```

=====

7.
Formula: C11H22Cl12GaN2
Source: OMol25
Level of theory: the ωB97M-V functional and the def2-TZVPD basis

The gap between HOMO and LUMO comes out at 6.35 eV. The HOMO energy comes out at -0.165 Eh.

```
! RIJCOSX wB97M-V def2-TZVPD def2/J DEFGRID3
* xyz -1 1
N 0.97929 -0.19728 3.86194
C 1.60416 0.77108 3.31575
C 2.52345 0.63274 2.19924
Ga 1.79036 -0.36661 0.54268
C 0.70126 -2.03834 0.98056
C 1.55413 -3.26470 1.32587
C 2.17185 -3.85233 0.06717
C 3.45356 -4.66133 0.30899
C 4.71102 -4.07199 -0.33448
N 5.13642 -4.71915 -1.57618
H 0.41466 0.17192 4.62826
H 1.45936 1.77919 3.71576
H 3.45130 0.15764 2.50021
H 2.78450 1.63511 1.87228
H 3.04833 -0.76066 -0.40177
H 0.81486 0.67104 -0.21521
H 0.14085 -2.29036 0.08066
H -0.00598 -1.83666 1.77622
H 0.90610 -4.02366 1.76324
H 2.31749 -2.99624 2.05091
H 1.43913 -4.49949 -0.40349
H 2.34362 -3.03464 -0.61904
H 3.62005 -4.71023 1.37857
H 3.34482 -5.68971 -0.03046
H 5.52446 -4.15518 0.38217
H 4.59174 -3.01297 -0.52221
H 4.87404 -5.69259 -1.61188
H 4.82025 -4.22745 -2.39803
C -1.47217 2.38131 -2.52825
Cl -1.38611 2.61244 -0.78682
Cl -1.42215 3.93956 -3.37121
Cl -0.18500 1.30894 -3.06512
H -2.41641 1.91458 -2.76424
C -4.41671 6.98661 -4.36521
Cl -5.03456 6.08635 -2.97930
Cl -2.67461 7.21647 -4.23585
Cl -4.83326 6.17257 -5.87557
H -4.88566 7.96081 -4.36973
C -3.27704 2.51675 3.10376
Cl -3.64602 3.54716 4.49460
Cl -3.71115 3.32269 1.59243
Cl -1.58336 2.04599 3.08475
H -3.87361 1.61855 3.18726
C -5.13385 0.96066 -1.04672
Cl -3.72035 -0.05087 -1.32517
Cl -5.10129 2.40486 -2.06612
Cl -6.62806 0.05128 -1.30623
H -5.11371 1.28616 -0.01499
*
```

=====

Copy entry 4 word for word.
Formula: C4H18O4S
Source: OMol25
Level of theory: the ωB97M-V functional and the def2-TZVPD basis

The gap between HOMO and LUMO comes out at 9.29 eV. The calculation puts the relative energy (zero: lowest compared OMol25 entry of this formula, charge and spin) at 0.0000 eV. The HOMO energy comes out at -0.335 Eh. Its SMILES is CCCSC.O.O.O.O.

```
! RIJCOSX wB97M-V def2-TZVPD def2/J DEFGRID3
* xyz 0 1
C 1.09046 -1.29915 -1.24857
C 2.03388 0.00837 -1.11626
C 1.84923 0.99934 0.03894
S 1.76924 0.28660 1.77469
C 0.18596 -0.66630 1.85115
H 1.52098 -2.03209 -0.58735
H 0.10625 -1.01951 -0.96475
H 1.16892 -1.76095 -2.24075
H 1.86852 0.63542 -2.00737
H 3.08009 -0.22706 -1.02736
H 1.24059 1.87516 -0.06777
H 2.75725 1.56642 0.24609
H 0.03163 -1.44735 1.13363
H 0.43455 -1.27563 2.86173
H -0.68229 -0.05582 2.03806
H -2.10845 1.39030 -1.65631
H -0.73288 1.64340 -1.22944
O -1.25589 1.70207 -2.03500
H -1.50610 2.28716 0.43705
H -0.26352 2.60483 1.12959
O -1.16737 2.92316 1.11474
H -1.32585 -3.33629 -0.88943
H -0.25058 -3.47088 0.30743
O -1.16877 -3.34167 0.05518
H -2.42171 0.63990 1.29370
H -3.27044 0.28337 0.15116
O -2.98371 1.08719 0.63726
*
```

=====

What did the fifth record say?
Formula: CH5NO2S
Source: OMol25
Level of theory: the ωB97M-V functional and the def2-TZVPD basis

The gap between HOMO and LUMO comes out at 9.52 eV. The calculation puts the relative energy (zero: lowest compared OMol25 entry of this formula, charge and spin) at 2.6381 eV. The HOMO energy comes out at -0.338 Eh.

```
! RIJCOSX wB97M-V def2-TZVPD def2/J DEFGRID3
* xyz 0 1
C 0.54871 -0.46953 -0.22016
N 0.95199 0.83908 -0.29132
O 0.92008 -1.08551 0.93804
O -1.64395 -0.11221 1.23591
S -1.45644 -0.58591 -0.18555
H 0.97479 -1.07072 -1.08830
H -1.70333 0.72784 -0.91440
H 0.94734 1.16402 -1.26924
H 0.26604 -0.74026 1.52981
H 0.19478 1.33320 0.26521
*
```